Below is C15H42GaN3O7P as an isolated structure, with properties calculated with wB97M-V/def2-TZVPD.

Structure (ORCA input):
```
! RIJCOSX wB97M-V def2-TZVPD def2/J DEFGRID3
* xyz -1 1
C 4.28874 -7.12781 3.02318
C 4.34547 -5.62906 2.76135
O 3.29529 -5.18614 1.94884
C 2.05171 -5.00394 2.64681
Ga 0.48016 -5.21110 1.34041
P -1.18667 -6.59838 2.35719
N -2.02012 -7.49855 1.37716
O -0.43433 -7.50935 3.50167
O -2.23134 -5.71120 3.25826
H 5.18201 -7.44066 3.56909
H 4.27925 -7.64844 2.06607
H 3.40544 -7.41085 3.59096
H 5.27848 -5.40359 2.23571
H 4.36887 -5.07528 3.71049
H 2.04275 -3.99160 3.07023
H 1.97615 -5.72109 3.46955
H 0.97121 -6.01275 0.05656
H -0.14229 -3.80398 0.93723
H -1.93144 -8.49080 1.56218
H -0.80076 -8.39538 3.48621
H -1.81482 -4.86267 3.43318
C -3.71014 1.00804 -4.01719
O -2.77781 1.70016 -3.21645
C -3.31359 2.23588 -2.01280
C -2.76732 1.52391 -0.79779
N -3.25571 0.15689 -0.70586
C -2.60480 -0.63240 0.34035
C -1.10235 -0.85800 0.23554
O -0.71376 -1.67053 -0.84482
C -0.52227 -1.02504 -2.07971
H -3.21046 0.76138 -4.95249
H -4.05351 0.07961 -3.54832
H -4.58382 1.63063 -4.23884
H -4.40714 2.18513 -2.02755
H -3.02201 3.29000 -1.96622
H -3.08517 2.07037 0.09708
H -1.67134 1.57977 -0.84511
H -3.10768 -0.30178 -1.59609
H -3.08529 -1.61232 0.36522
H -2.81009 -0.15176 1.30354
H -0.78994 -1.40151 1.13088
H -0.54228 0.08908 0.21809
H -0.17083 0.00498 -1.94954
H -1.43246 -1.00944 -2.69092
H 0.23425 -1.58968 -2.62618
C 1.68766 2.31003 -1.29090
O 0.63270 2.93786 -0.58872
C 0.97240 3.40269 0.70925
C 0.92607 4.91233 0.76120
N 1.98617 5.50021 -0.04434
C 1.88652 6.94254 -0.22424
C 0.67288 7.48931 -0.96609
O 0.62449 7.13926 -2.33433
C 0.00968 5.89768 -2.62896
H 1.25818 1.87884 -2.19330
H 2.47410 3.01784 -1.57819
H 2.13639 1.50691 -0.69937
H 1.95715 3.03027 1.00504
H 0.23486 3.00296 1.41163
H 1.04750 5.23827 1.79896
H -0.07762 5.21759 0.43174
H 1.98877 5.05596 -0.95368
H 2.77802 7.26985 -0.76497
H 1.92301 7.41458 0.76357
H 0.73619 8.58058 -0.93762
H -0.26840 7.21128 -0.47558
H -0.79006 5.66775 -1.91957
H 0.72454 5.07045 -2.63113
H -0.41939 5.97426 -3.62758
*
```

Its HOMO energy is -4.280 eV. The gap between HOMO and LUMO is 6.5 eV. The largest force on an atom is 0.74 eV Å⁻¹. The calculated total energy comes out at -3553.7375 Ha.

Atom charges from the natural (NBO) analysis, given in e for atoms 1 to 8: -0.636, -0.046, -0.564, -0.515, 0.519, 1.718, -1.393, -1.015

---

Below is a 6-piece molecular cluster, C15H42NO7PS5 overall in a non-equilibrium geometry, with properties calculated with wB97M-V/def2-TZVPD.

Structure (ORCA input):
```
! RIJCOSX wB97M-V def2-TZVPD def2/J DEFGRID3
* xyz 0 1
C 0.23391 1.96761 -1.79702
C 1.28397 1.84752 -2.88139
C 2.58094 1.20259 -2.58350
O 2.88838 0.27004 -3.14699
O 3.44951 1.76775 -1.71695
C 3.28828 1.52169 -0.31419
C 3.33392 0.07504 0.06634
P 2.29263 -0.36255 1.52400
N 1.65406 1.13915 2.04785
H -0.47778 2.65973 -2.15429
H -0.29208 1.07535 -1.67191
H 0.56732 2.34398 -0.87184
H 0.86810 1.26316 -3.64351
H 1.46122 2.80166 -3.30622
H 2.44020 1.99507 0.06980
H 4.10129 2.00388 0.14154
H 3.04652 -0.56818 -0.73113
H 4.31447 -0.18828 0.32132
H 1.20817 -1.03243 0.95209
H 1.99605 1.33181 2.97225
H 0.65098 1.07214 2.11114
C 2.74114 -1.83070 -7.63621
S 2.31027 -0.78962 -6.23560
O 1.04602 -0.09743 -6.59409
C 3.63557 0.39540 -6.46038
H 2.00048 -2.62370 -7.70034
H 2.72798 -1.24276 -8.55419
H 3.72815 -2.26281 -7.47247
H 3.56766 0.83519 -7.45571
H 4.59363 -0.10529 -6.32616
H 3.51961 1.16581 -5.70357
C 1.87834 -1.34727 5.53702
S 0.10744 -1.54771 5.34839
O -0.31278 -0.67397 4.22182
C -0.34755 -0.69830 6.86206
H 2.35556 -1.77314 4.65692
H 2.12049 -0.28677 5.60915
H 2.20633 -1.87766 6.43086
H 0.04331 0.31973 6.84470
H 0.04986 -1.24433 7.71815
H -1.43280 -0.67105 6.92225
C -1.75505 0.41698 -9.88570
S -1.05177 -1.20424 -9.57611
O -0.58641 -1.73334 -10.88303
C -2.61317 -2.01416 -9.21046
H -0.94378 1.07845 -10.17757
H -2.48739 0.35080 -10.69058
H -2.21867 0.78851 -8.97265
H -3.28619 -1.91714 -10.06247
H -3.05307 -1.56366 -8.32128
H -2.40632 -3.06447 -9.02304
C -3.22588 3.70946 0.96079
S -2.62157 2.06879 1.36852
O -2.05995 1.49575 0.12113
C -4.23566 1.32361 1.60548
H -2.36491 4.33229 0.73067
H -3.88241 3.65195 0.09280
H -3.75807 4.12211 1.81748
H -4.82302 1.42958 0.69341
H -4.73741 1.80656 2.44359
H -4.08314 0.27155 1.82839
C -1.69838 -1.09710 10.59385
S -1.17549 -2.72728 11.13931
O -0.76049 -3.47455 9.92913
C -2.81610 -3.30109 11.58714
H -0.82282 -0.56760 10.22599
H -2.43192 -1.19357 9.79318
H -2.12486 -0.55142 11.43503
H -3.47109 -3.25168 10.71776
H -3.20640 -2.68463 12.39640
H -2.72740 -4.33081 11.92283
*
```

Its HOMO energy is -7.815 eV. The gap between HOMO and LUMO is 8.3 eV. The largest force on an atom is 8.01 eV Å⁻¹. The calculated total energy comes out at -3510.2371 Ha.

Atom charges from the Löwdin analysis, given in e for atoms 1 to 8: -0.070, -0.121, -0.568, 0.173, 0.005, -0.235, -0.377, 0.822

---

Below is a 3-piece molecular cluster, C15H43N9O4P3 overall in a non-equilibrium geometry, with properties calculated with wB97M-V/def2-TZVPD.

Structure (ORCA input):
```
! RIJCOSX wB97M-V def2-TZVPD def2/J DEFGRID3
* xyz 1 1
N -3.61443 -1.26831 3.47541
P -3.40652 -0.78674 1.95131
O -2.08192 -1.66914 1.33751
O -4.78197 -1.02234 0.97060
C -3.05430 1.06759 2.03625
N -2.38182 1.71349 3.13967
C -2.41492 3.13171 2.72547
C -3.12762 3.23672 1.33471
N -3.51914 1.88839 0.94234
H -2.89398 -1.98153 3.67753
H -2.32265 -2.63491 1.42453
H -4.69473 -0.45940 0.16386
H -1.97938 1.32197 4.00417
H -2.01248 4.00680 3.33294
H -3.30453 4.19919 0.74443
H -4.01230 1.61999 0.08043
O -1.53750 4.18502 -1.47804
P -0.90827 3.86573 -2.84928
N 0.67981 4.26059 -2.28779
C 1.75475 4.91573 -3.02115
C 1.23665 3.30467 -1.32733
N -1.60227 5.27710 -3.58203
C -0.85045 6.33464 -4.23781
C -2.74519 5.89711 -2.90277
N -0.23472 3.43541 -4.43616
C -1.30469 3.21282 -5.44789
C 0.52165 2.16057 -4.43915
H 2.18986 4.29876 -3.81205
H 2.57656 5.18683 -2.34887
H 1.45406 5.86065 -3.46043
H 1.45738 2.33601 -1.78790
H 0.53320 3.12361 -0.50779
H 2.15761 3.67030 -0.86446
H -0.35281 6.98507 -3.51225
H -1.51423 6.96608 -4.83959
H -0.12102 5.94772 -4.95152
H -2.42502 6.48330 -2.03369
H -3.46596 5.14367 -2.57662
H -3.29441 6.56291 -3.57508
H -1.98757 2.41677 -5.13127
H -0.87282 2.94011 -6.41577
H -1.90084 4.10417 -5.64098
H -0.05839 1.35278 -3.98235
H 1.47260 2.23841 -3.91392
H 0.78912 1.86344 -5.45738
O -0.25496 -4.77799 3.08395
P 1.03660 -4.77993 2.24450
N 1.78338 -5.95827 3.26669
C 3.18204 -6.04577 3.66360
C 1.20458 -7.30090 3.16455
N 1.48770 -3.19677 2.79775
C 2.73028 -2.86861 3.47637
C 0.43037 -2.36081 3.37268
N 2.47897 -4.77226 1.20680
C 2.43379 -3.66961 0.20761
C 2.62482 -5.99177 0.37721
H 3.85553 -6.32808 2.84953
H 3.31698 -6.79289 4.45372
H 3.55610 -5.12823 4.10503
H 1.40807 -7.76656 2.19466
H 0.11748 -7.26508 3.28761
H 1.57807 -7.97385 3.94144
H 2.72183 -3.20396 4.51788
H 2.89286 -1.78415 3.48473
H 3.60526 -3.27169 2.96344
H 0.18723 -2.67033 4.39582
H -0.47615 -2.40026 2.76532
H 0.72426 -1.30612 3.40046
H 1.54582 -3.75047 -0.42940
H 3.32441 -3.68547 -0.42846
H 2.42548 -2.68031 0.66466
H 1.70191 -6.21575 -0.16660
H 2.89593 -6.86686 0.96604
H 3.43697 -5.88075 -0.34736
*
```

Its HOMO energy is -9.934 eV. The gap between HOMO and LUMO is 5.5 eV. The largest force on an atom is 9.22 eV Å⁻¹. For the energy above the lowest of the compared OMol25 structures with the same formula, charge and spin, the calculation gives 249.07 kJ/mol. The calculated total energy comes out at -2414.6719 Ha.

Atom charges from the Löwdin analysis, given in e for atoms 1 to 8: -0.181, 0.684, -0.228, -0.163, -0.214, 0.131, 0.038, 0.026